(1)
C17H23BrO13 | wB97M-V/def2-TZVPD

```
54
C17H23BrO13 (wB97M-V/def2-TZVPD)
O -1.3900 1.4853 -0.7881
C -0.2900 1.6306 -0.3817
Br -0.0854 2.6473 1.3054
C 0.9422 1.0393 -1.0527
C 1.9974 2.0356 -1.5157
C 2.7785 2.9034 -0.5067
O 3.2383 3.9406 -1.4229
C 2.0671 4.1681 -2.1343
O 1.5270 5.2050 -2.2744
O 1.6492 2.9307 -2.5762
H 0.6148 0.4588 -1.9053
H 1.4026 0.3470 -0.3468
H 2.7740 1.3910 -1.9371
H 2.1553 3.4619 0.1895
H 3.5829 2.3415 -0.0489
C 2.7257 -4.6348 1.0095
C 3.6111 -3.4397 0.6987
C 3.3966 -2.2443 1.5973
O 3.7608 -1.1517 0.7411
C 3.5270 -1.5450 -0.5353
O 3.5055 -0.8089 -1.4687
O 3.3049 -2.8757 -0.5933
H 2.3669 -4.6063 2.0388
H 1.8703 -4.6681 0.3370
H 3.2762 -5.5668 0.8862
H 4.6632 -3.7326 0.6861
H 4.0233 -2.2590 2.4856
H 2.3520 -2.1217 1.8935
C -3.3699 0.1911 -5.5001
C -2.4583 -0.9196 -5.0058
C -3.1577 -2.0247 -4.2495
O -2.1284 -2.4917 -3.3674
C -1.2931 -1.4502 -3.1405
O -0.4614 -1.4215 -2.2914
O -1.5369 -0.4422 -4.0066
H -4.4016 -0.1511 -5.5882
H -3.3363 1.0471 -4.8285
H -3.0601 0.5362 -6.4857
H -1.8667 -1.3268 -5.8287
H -3.5030 -2.8301 -4.8935
H -3.9927 -1.6586 -3.6469
C -2.9653 2.1265 3.6205
C -2.6858 1.0237 4.6276
C -2.6974 1.4641 6.0721
O -1.7945 0.5349 6.6843
C -0.9143 0.1377 5.7302
O 0.0888 -0.4599 5.9434
O -1.3405 0.5206 4.5024
H -3.5124 2.9553 4.0724
H -2.0378 2.5024 3.1915
H -3.5733 1.7519 2.7977
H -3.3646 0.1816 4.4734
H -3.6817 1.3976 6.5301
H -2.3026 2.4744 6.2064
```

The calculation puts the HOMO energy at -10.057 eV. The LUMO energy is 0.550 eV. The HOMO-LUMO gap comes out at 10.608 eV. As for the SMILES: O=C(Br)C[C@@H]1COC(=O)O1.C[C@@H]1COC(=O)O1.C[C@@H]1COC(=O)O1.C[C@@H]1COC(=O)O1.

=====

(2)
C4H9N2 | wB97M-V/def2-TZVPD

```
15
C4H9N2 (wB97M-V/def2-TZVPD)
C 2.3566 -0.2496 -0.6399
C -1.6123 1.3028 -0.0072
C -1.0935 -1.2016 0.4639
C -0.6498 0.2534 0.2349
N 1.7364 0.3176 0.5171
N 0.5640 0.5041 0.4831
H 3.2556 0.2550 -0.8980
H 2.9317 -1.1338 -0.3546
H -1.4283 2.2187 0.7173
H -1.4442 1.9389 -0.8620
H -2.6103 0.9406 0.0851
H -1.8664 -1.4158 -0.2161
H -1.4013 -1.3067 1.4249
H -0.3323 -1.9310 0.4627
H 1.5942 -0.4926 -1.4113
```

The spin multiplicity is 3. The calculation puts the HOMO energy (spin up / spin down) at -12.728 / -16.737 eV. The LUMO energy (spin up / spin down) is -4.316 / -8.121 eV. The HOMO-LUMO gap (spin up / spin down) comes out at 8.411 / 8.615 eV. The charge is +1. The value obtained for the energy above the lowest of the compared OMol25 structures with the same formula, charge and spin is 1.841 eV.